# 1
C4H11NO2 | ωB97M-V/def2-TZVPD

Results
Lowest unoccupied orbital energy (Eh): 0.026
Gap between HOMO and LUMO (eV): 10.5
2S+1: 1
Charge: 0
Total energy (hartree): -364.1967

The geometry in XYZ format:
```
18
C4H11NO2 (ωB97M-V/def2-TZVPD)
C -0.79295 1.17586 1.90541
C -0.95076 1.81396 0.54489
O -1.47637 -0.08159 1.91540
H 0.20975 1.18912 2.12229
H -1.12261 1.65265 2.80536
H -1.62435 2.65978 0.40090
H -1.08915 -0.80764 1.39872
H -1.24334 1.04632 -0.11547
H 0.01382 2.15474 0.15169
C 0.26468 -2.05443 -1.41993
C 0.80157 -0.70269 -1.04244
O 0.83313 -0.38228 0.15194
N 1.47603 0.11456 -2.01447
H 1.76071 0.94250 -1.72187
H 1.51866 -0.13084 -2.87262
H -0.08158 -2.17611 -2.48657
H -0.50356 -2.14783 -0.71037
H 1.04018 -2.86974 -1.33703
```

Here are the Löwdin charges for atoms 1 to 5, given in e:
1 C -0.31
2 C -0.09
3 O -0.09
4 H 0.07
5 H 0.11

---

# 2
C33H32BF6O10ReSSb | ωB97M-V/def2-TZVPD

Results
Lowest unoccupied orbital energy (spin up / spin down) (Eh): 0.005 / -0.018
Gap between HOMO and LUMO (spin up / spin down) (eV): 7.8 / 6.8
⟨S²⟩: 0.76
2S+1: 2
Charge: 0
Total energy (hartree): -3369.9384

The geometry in XYZ format:
```
85
C33H32BF6O10ReSSb (ωB97M-V/def2-TZVPD)
Re 1.14241 1.78620 -0.00720
O 1.20488 5.83371 0.96955
C 1.09913 4.64566 1.16636
O 0.68774 3.78837 0.26432
C 1.32257 4.05985 2.55574
C 0.18136 3.10155 2.91916
C 0.18592 2.81686 4.42354
C 1.41480 1.88227 4.56710
C 1.89542 1.79787 3.11678
O 0.64052 1.83458 2.38380
C 2.56369 3.12388 2.72690
C 3.47932 2.97727 1.51428
O 4.56539 3.50604 1.50028
O 3.05316 2.17611 0.56520
H 1.37711 4.90847 3.23343
H -0.78528 3.35629 2.49329
H 0.27219 3.73341 5.00424
H -0.73175 2.30894 4.71656
H 2.18660 2.28848 5.21786
H 1.12955 0.89994 4.94034
H 2.44031 0.89795 2.84243
H 3.19978 3.49081 3.52940
C -3.30753 -2.23550 -1.35490
C -3.26440 -0.75806 -1.68110
C -3.53466 -0.52024 -3.15974
O -1.91699 -0.24665 -1.41785
B -2.10395 1.01229 -0.97155
O -3.35905 1.36645 -0.64320
C -4.14601 0.13530 -0.74179
C -5.51588 0.47871 -1.28555
C -4.24402 -0.41539 0.67443
H -2.73636 -2.79670 -2.09482
H -4.34075 -2.58533 -1.38678
H -2.89142 -2.44207 -0.36991
H -2.77093 -1.03504 -3.74329
H -3.48750 0.53977 -3.40532
H -4.51013 -0.91728 -3.43912
H -5.45113 0.97338 -2.25187
H -6.01351 1.15257 -0.58857
H -6.11798 -0.42562 -1.38259
H -3.26096 -0.69718 1.05636
H -4.90101 -1.28351 0.71229
H -4.65411 0.35945 1.32185
F -2.49180 4.82431 -2.15349
C -1.43937 4.58895 -1.37889
F -0.55872 5.53796 -1.53371
F -1.85462 4.47939 -0.13573
S -0.72941 2.93450 -2.01242
O -1.61733 2.56396 -3.06476
O 0.68265 2.89462 -2.25037
O -1.00714 1.92069 -0.77995
F 6.37486 -3.35685 2.18335
C 5.29840 -2.79435 1.60102
C 5.24401 -1.42143 1.48497
C 4.12711 -0.85193 0.88509
C 3.08973 -1.65434 0.41133
C 3.18346 -3.03813 0.54103
C 4.28971 -3.61943 1.14079
Sb 1.39942 -0.72049 -0.50407
C -0.04524 -2.09083 0.25214
C -0.66186 -1.77387 1.46084
C -1.51833 -2.67528 2.07797
C -1.73825 -3.89446 1.46707
F -2.56479 -4.77606 2.06147
C -1.14652 -4.24067 0.26838
C -0.29743 -3.32450 -0.33906
C 1.66460 -1.51994 -2.46266
C 0.57708 -1.70463 -3.31441
C 0.75599 -2.22471 -4.58820
C 2.03666 -2.54720 -4.99138
F 2.21555 -3.06291 -6.22251
C 3.13864 -2.35912 -4.18199
C 2.94352 -1.84327 -2.90829
H 6.06065 -0.81507 1.85312
H 4.06817 0.22437 0.77793
H 2.38613 -3.67566 0.17860
H 4.37734 -4.69090 1.25986
H -0.47180 -0.81106 1.92720
H -2.00711 -2.45075 3.01672
H -1.35424 -5.20536 -0.17486
H 0.16286 -3.57750 -1.28738
H -0.41855 -1.43150 -2.98173
H -0.07218 -2.37946 -5.26695
H 4.12350 -2.61641 -4.54739
H 3.79809 -1.69452 -2.25902
```

Here are the Löwdin charges for atoms 1 to 5, given in e:
1 Re 1.10
2 O 0.11
3 C -0.56
4 O -0.22
5 C -0.09

---

# 3
C21H16N3NaO11S | ωB97M-V/def2-TZVPD

Results
Lowest unoccupied orbital energy (Eh): -0.037
Gap between HOMO and LUMO (eV): 7.8
2S+1: 1
Charge: 0
Total energy (hartree): -2362.1665

The geometry in XYZ format:
```
53
C21H16N3NaO11S (ωB97M-V/def2-TZVPD)
Na -0.11750 -0.05924 -1.42126
O 2.48058 3.08623 -2.56048
C 1.91691 2.01097 -2.01869
O 0.87089 1.54855 -2.40063
C 2.68899 1.46456 -0.87034
C 3.97350 1.90107 -0.57573
C 4.56677 1.42727 0.57686
C 3.86668 0.54504 1.37804
C 2.59473 0.13954 0.97710
N 2.01979 0.58774 -0.13471
C 1.75113 -0.76246 1.83051
O 2.40949 -1.66525 2.58228
O 0.56513 -0.66721 1.88549
H 1.92065 3.41501 -3.27769
H 4.47827 2.60139 -1.22396
H 5.55005 1.77153 0.86655
H 4.28850 0.23698 2.32633
H 3.36078 -1.62142 2.44372
O -4.08487 0.50303 -0.31968
C -2.94071 0.92454 -0.44407
O -1.95161 0.35851 -0.99874
C -2.68155 2.34303 0.12573
C -1.40152 2.77051 0.44560
C -1.20667 4.05304 0.94652
C -2.25840 4.93829 1.10230
C -3.52264 4.49744 0.76577
C -3.74881 3.21003 0.30358
N -4.65050 5.42512 0.91303
O -4.40907 6.54235 1.33249
O -5.75372 5.02265 0.60585
N 0.13612 4.50093 1.28882
O 1.05121 3.69740 1.18179
O 0.28614 5.64594 1.66249
H -0.56922 2.09892 0.30764
H -2.10206 5.93848 1.47444
H -4.74961 2.87021 0.07606
C -2.09718 -2.87350 -1.04794
S -0.46111 -2.63628 -0.31782
O 0.36199 -1.97507 -1.37962
C 0.01150 -4.37792 -0.39768
C -0.16198 -5.16790 0.72860
C 0.18994 -6.50884 0.68121
C 0.71305 -7.04466 -0.48744
C 0.91641 -6.23707 -1.59901
C 0.57009 -4.89546 -1.55325
H -1.97898 -3.27640 -2.05295
H -2.57333 -1.89241 -1.07529
H -2.65827 -3.55486 -0.40980
H -0.56171 -4.73233 1.63729
H 0.05599 -7.13516 1.55323
H 0.96545 -8.09625 -0.53103
H 1.33896 -6.65630 -2.50267
H 0.74135 -4.24030 -2.39886
```

Here are the Löwdin charges for atoms 1 to 5, given in e:
1 Na 0.31
2 O 0.15
3 C -0.43
4 O 0.11
5 C -0.16

---

# 4
C4H6N2S | ωB97M-V/def2-TZVPD

Results
Lowest unoccupied orbital energy (Eh): 0.023
Gap between HOMO and LUMO (eV): 10.0
2S+1: 1
Charge: 0
Total energy (hartree): -663.6499

The geometry in XYZ format:
```
13
C4H6N2S (ωB97M-V/def2-TZVPD)
C 1.97896 0.30409 -0.23298
C 0.07112 -1.05639 -0.08630
C -1.41870 -0.66181 -0.36623
C 0.02257 1.38866 0.57815
N 3.01694 0.53996 -0.67192
N 0.86085 0.05830 0.30478
S -1.50605 1.18593 -0.49035
H -0.04068 -1.82454 0.68322
H 0.56476 -1.36109 -1.11667
H -1.87906 -1.26690 -1.10499
H -1.94580 -0.95668 0.54570
H -0.32003 1.42007 1.57085
H 0.59514 2.23039 0.38674
```

Here are the Löwdin charges for atoms 1 to 5, given in e:
1 C -0.40
2 C -0.22
3 C -0.44
4 C -0.29
5 N 0.16

---

# 5
C17H31Cl3O2OsP2 | ωB97M-V/def2-TZVPD

Results
Lowest unoccupied orbital energy (spin up / spin down) (Eh): -0.320 / -0.304
Gap between HOMO and LUMO (spin up / spin down) (eV): 2.7 / 3.8
⟨S²⟩: 6.26
2S+1: 5
Charge: +2
Total energy (hartree): -2969.8717

The geometry in XYZ format:
```
56
C17H31Cl3O2OsP2 (ωB97M-V/def2-TZVPD)
P -0.01835 -2.01362 -1.66625
P 0.42701 2.01976 -1.85999
C -0.28519 -0.67931 -2.88910
C 0.69197 0.53256 -2.94444
H -1.34664 -0.36462 -2.86395
H -0.15877 -1.20392 -3.85195
H 1.75414 0.23223 -2.83240
H 0.62616 0.94711 -3.97435
C -0.96278 2.91242 -2.67621
H -1.38063 3.64643 -1.97660
H -1.78562 2.24436 -2.96790
H -0.62994 3.45149 -3.57826
C 1.81674 3.09184 -2.41597
H 1.64536 3.47923 -3.43472
H 2.77355 2.55378 -2.43037
H 1.90254 3.95237 -1.74716
C -1.10052 -3.33794 -2.24301
H -1.02842 -4.18766 -1.55330
H -0.78962 -3.65583 -3.25112
H -2.13904 -2.96985 -2.27977
C 1.69835 -2.54016 -1.91140
H 2.41237 -1.69863 -1.86626
H 1.77696 -3.00151 -2.91323
H 1.98567 -3.29742 -1.16378
Os -0.00351 -1.72936 3.04536
C 0.12117 2.24549 -0.04252
C -1.34733 2.07532 0.09508
C -2.04018 0.87273 -0.38553
C -1.86998 -0.51559 0.30449
C -0.65372 -1.40715 -0.12783
C 0.62189 -1.08388 0.65793
C 1.49775 0.05821 0.32596
C 1.14462 1.47812 0.84029
C 0.67599 -2.80455 4.55592
H 0.30554 3.34524 0.13328
H -1.77511 2.56317 0.95758
H -1.84956 0.68230 -1.45772
H -3.12390 1.07126 -0.26846
H -1.79633 -0.42918 1.40251
H -2.80163 -1.07828 0.12210
H -0.95699 -2.40256 0.26985
H 1.18846 -2.00811 0.96585
H 1.61913 0.06555 -0.77814
H 2.51292 -0.21238 0.68041
H 0.88325 1.47103 1.91394
H 2.08712 2.04702 0.79127
H 1.77708 -2.65087 4.57806
H 0.51679 -3.88896 4.32442
H 0.25442 -2.56312 5.56354
Cl -2.33503 1.89318 4.36694
C -1.18892 0.85446 5.00703
Cl -1.08617 0.62190 6.66248
Cl -1.94090 -1.68982 4.25761
C 0.21641 0.97696 4.34001
O 0.66931 2.11829 4.34663
O 0.79206 -0.08950 3.84316
```

Here are the Löwdin charges for atoms 1 to 5, given in e:
1 P 0.93
2 P 1.00
3 C -0.29
4 C -0.29
5 H 0.10

---

# 6
C5H16N3O | ωB97M-V/def2-TZVPD

Results
Lowest unoccupied orbital energy (Eh): -0.096
Gap between HOMO and LUMO (eV): 11.5
2S+1: 1
Charge: +1
Total energy (hartree): -439.4286

The geometry in XYZ format:
```
25
C5H16N3O (ωB97M-V/def2-TZVPD)
O -1.44849 0.77719 -0.56887
C 0.10024 -1.13166 -2.30142
C -1.95410 -0.50297 -0.95359
C -1.41856 -0.97475 -2.29814
H -1.79227 1.43436 -1.20944
H 0.40295 -1.88889 -1.55873
H 0.58255 -0.17372 -2.04379
H 0.45875 -1.45011 -3.29473
H -3.06106 -0.49608 -0.96029
H -1.62667 -1.19319 -0.15244
H -1.72445 -0.24799 -3.07512
H -1.90053 -1.94290 -2.53444
C 0.47771 0.77687 1.96308
N 1.25994 0.72832 3.04344
N 0.98522 0.50111 0.76693
N -0.81355 1.10328 2.09229
C 2.37966 0.13700 0.53711
H 2.24753 0.47912 2.94807
H 0.87265 0.94006 3.96632
H 0.35766 0.54780 -0.03961
H -1.41612 1.14150 1.26647
H -1.19822 1.31454 3.01638
H 2.51903 -0.03556 -0.54336
H 2.64778 -0.78598 1.07825
H 3.06243 0.94255 0.85568
```

Here are the Löwdin charges for atoms 1 to 5, given in e:
1 O -0.14
2 C -0.11
3 C -0.25
4 C -0.24
5 H 0.14

---

- Among the records above, which one has the highest total energy?
  C4H11NO2

---

- Look up the total energy of the sixth one.
  -439.4286 hartree